The following is a quantum chemistry calculation of 2 unconnected molecules or ions with the total composition C3H7O at a distorted geometry, from the Open Molecules 2025 dataset.

The calculation puts the strongest force on any atom at 0.09529 hartree/bohr. As for the charge: +1. The HOMO-LUMO gap comes out at 0.337 Ha.

XYZ file:
```
11
C3H7O, DFT the ωB97M-V functional and the def2-TZVPD basis
C 2.0074 -0.3637 -0.5016
C -1.0544 0.8017 0.4114
C -0.2695 -0.3662 -0.0446
O 0.8986 0.1317 -0.6132
H 2.9549 0.1226 -0.9336
H 2.0838 -1.1452 0.2496
H -2.0636 0.4206 0.8525
H -0.5463 1.4644 1.0396
H -1.1856 1.4533 -0.5512
H -0.8081 -1.2512 -1.4583
H -0.1602 -1.0202 0.8078
```

---

The following is a quantum chemistry calculation of a gas-phase ion, C3H7O2 (charge -1) at a distorted geometry, from the Open Molecules 2025 dataset.

The calculation puts the strongest force on any atom at 0.04323 hartree/bohr. As for the charge: -1. Its SMILES is CO[C@H](C)[O-]. The HOMO-LUMO gap comes out at 0.257 Ha.

XYZ file:
```
12
C3H7O2, DFT the ωB97M-V functional and the def2-TZVPD basis
C -0.1884 0.6850 1.6182
O -0.4170 -0.4652 0.8706
C -0.6153 -0.3700 -0.6228
C 0.8308 -0.5505 -1.2371
O -1.1771 0.7479 -1.0203
H 0.2654 1.5352 1.0803
H -1.1727 1.0929 1.9051
H 0.4106 0.4064 2.4915
H -1.2496 -1.2480 -0.7928
H 1.4533 -1.1182 -0.5457
H 1.1710 0.4167 -1.5835
H 0.6892 -1.1322 -2.1637
```

---

The following is a quantum chemistry calculation of 3 unconnected molecules or ions with the total composition C3H7O2 at a distorted geometry, from the Open Molecules 2025 dataset.

The calculation puts the strongest force on any atom at 0.09043 hartree/bohr. As for the charge: -1. The HOMO-LUMO gap comes out at 0.224 Ha.

XYZ file:
```
12
C3H7O2, DFT the ωB97M-V functional and the def2-TZVPD basis
C 0.7920 3.0953 -0.7792
O 0.3778 4.2058 -0.8652
H 0.9494 2.5812 0.2390
H 0.7573 2.3240 -1.4744
H -2.7633 -2.8126 1.8454
C 0.7792 -1.4627 -0.6926
C 0.3915 -0.7125 0.4386
O 1.1286 0.0576 1.0911
H 0.0723 -2.2355 -1.0756
H 1.5849 -1.1487 -1.3649
H -0.6343 -0.7981 0.9203
H -3.4353 -3.0938 1.7174
```

---

The following is a quantum chemistry calculation of 3 unconnected molecules or ions with the total composition C3H7O2 at a distorted geometry, from the Open Molecules 2025 dataset.

The calculation puts the strongest force on any atom at 0.03080 hartree/bohr. As for the charge: -1. The HOMO-LUMO gap comes out at 0.242 Ha.

XYZ file:
```
12
C3H7O2, DFT the ωB97M-V functional and the def2-TZVPD basis
C -1.8157 -0.0128 0.1546
O -2.7418 0.2449 0.8929
H -0.9690 0.6707 0.0616
H -1.6833 -0.9928 -0.3296
H -0.5410 -1.0959 -3.0861
C 2.0459 1.0647 -0.2976
C 1.8643 -0.2472 0.0789
O 0.7364 -0.8579 0.0963
H 3.0427 1.3980 -0.5749
H 1.1905 1.6601 -0.5881
H 2.7395 -0.8952 0.2793
H 0.0451 -1.1676 -3.5302
```

---

The following is a quantum chemistry calculation of a gas-phase ion, C3H7O2 (charge -1) at a distorted geometry, from the Open Molecules 2025 dataset.

The calculation puts the strongest force on any atom at 0.03498 hartree/bohr. As for the charge: -1. Its SMILES is CO[C@@H](C)[O-]. The HOMO-LUMO gap comes out at 0.260 Ha.

XYZ file:
```
12
C3H7O2, DFT the ωB97M-V functional and the def2-TZVPD basis
C 1.4368 -1.0328 0.3223
O 0.2019 -0.9740 -0.4253
C -0.2177 0.4597 -0.6479
C -1.4890 0.6993 0.2046
O 0.6937 1.3901 -0.4125
H 1.8019 -2.0511 0.2005
H 1.2676 -0.7740 1.3727
H 2.0625 -0.2458 -0.1054
H -0.4637 0.4223 -1.7345
H -1.5222 1.7563 0.4147
H -2.3869 0.2897 -0.2769
H -1.3850 0.0604 1.0877
```

---

The following is a quantum chemistry calculation of 2 unconnected molecules or ions with the total composition C3H7O2, from the Open Molecules 2025 dataset.

The calculation puts the strongest force on any atom at 0.01075 hartree/bohr. As for the spin multiplicity: 2. The HOMO-LUMO gap (alpha / beta) comes out at 0.292 / 0.407 Ha.

XYZ file:
```
12
C3H7O2, DFT the ωB97M-V functional and the def2-TZVPD basis
O -0.2348 1.1967 1.4861
C 0.9413 0.9909 0.8580
C -1.3404 0.6344 0.7774
H 1.8140 1.2474 1.4593
H 0.9471 0.9399 -0.2363
H -2.2476 0.9454 1.3054
H -1.2834 -0.4650 0.7747
H -1.3939 1.0134 -0.2552
O 0.5921 -0.6537 -2.2308
C 0.6887 -1.6342 -1.5365
H 0.6879 -2.6575 -1.9663
H 0.8291 -1.5576 -0.4359
```